Entry 1:
{"formula": "CH3N3O3", "method": "wB97M-V/def2-TZVPD", "species": ["H", "O", "H", "C", "N", "N", "N", "O", "O", "H"], "xyz": [[2.43, -0.76, 0.34], [-3.06, 1.13, 0.07], [2.66, 0.12, -1.15], [-2.01, 0.63, 0.32], [0.85, 0.14, -0.71], [-0.05, -0.47, -0.05], [2.09, -0.08, -0.33], [-1.33, -0.15, -0.54], [-0.05, -1.41, 0.79], [-1.53, 0.87, 1.26]], "nbo_charge": [0.40, -0.52, 0.39, 0.63, -0.02, 0.44, -0.62, -0.34, -0.50, 0.12], "e_lumo_ev": [0.52, 0.52], "smiles": "N/N=[N+](\\[O-])OC=O", "homo_ev": [-9.5, -9.5]}

Entry 2:
{"formula": "C36H48N6O9", "method": "wB97M-V/def2-TZVPD", "species": ["H", "H", "C", "H", "C", "H", "C", "C", "H", "H", "H", "H", "C", "C", "C", "H", "O", "C", "C", "H", "H", "H", "H", "H", "H", "H", "C", "O", "C", "H", "O", "H", "C", "N", "O", "H", "C", "C", "H", "H", "C", "H", "O", "N", "H", "H", "H", "C", "C", "H", "H", "H", "H", "N", "H", "O", "C", "H", "C", "C", "C", "O", "C", "C", "H", "C", "H", "C", "C", "O", "C", "H", "H", "N", "O", "C", "C", "C", "H", "C", "C", "H", "H", "H", "N", "C", "H", "C", "C", "H", "H", "H", "C", "H", "H", "H", "H", "N", "H"], "xyz": [[11.40, -4.74, 18.16], [18.48, 2.66, 17.58], [7.38, 0.88, 14.34], [5.76, 2.23, 14.19], [17.58, -0.95, 17.60], [8.40, -1.05, 14.56], [9.23, -2.56, 17.39], [17.56, 5.74, 17.78], [14.30, 9.81, 21.85], [12.33, 4.58, 20.38], [10.57, 2.95, 15.56], [10.75, 1.31, 15.64], [16.06, 0.49, 18.48], [13.27, 4.32, 20.86], [17.23, 4.31, 18.11], [12.25, 1.66, 17.76], [16.50, 4.41, 19.30], [13.36, 2.22, 15.97], [16.16, 7.15, 21.32], [15.90, -0.41, 20.35], [11.04, 3.11, 22.16], [12.15, -2.58, 19.02], [11.44, 5.66, 12.90], [17.87, 6.30, 18.66], [9.97, -1.76, 12.35], [18.37, 5.69, 17.05], [12.98, -0.59, 12.17], [14.14, 3.38, 16.32], [14.51, 8.16, 20.30], [16.82, 0.71, 16.32], [16.47, 3.29, 21.22], [4.28, 0.05, 14.26], [9.60, -3.82, 17.46], [6.08, 1.27, 14.23], [13.93, 5.11, 17.80], [10.84, -0.82, 14.77], [11.24, -2.68, 18.45], [10.78, 2.18, 16.30], [14.15, 4.59, 20.27], [12.91, 2.25, 14.98], [15.88, 8.33, 22.07], [16.35, 8.59, 23.01], [12.19, 0.11, 19.73], [10.85, -3.90, 18.01], [15.40, 1.31, 18.72], [16.71, 3.75, 17.33], [12.56, 3.35, 12.62], [12.35, 1.03, 20.51], [12.59, -0.29, 13.48], [8.30, -2.26, 16.93], [12.18, 2.22, 23.22], [8.20, 1.58, 14.36], [13.87, -0.33, 11.62], [10.96, 4.77, 12.84], [10.31, -0.73, 18.01], [12.26, 3.63, 17.37], [13.46, 4.14, 17.26], [13.91, 1.29, 16.08], [9.60, 4.68, 12.66], [17.22, -1.34, 18.80], [6.26, -0.98, 14.32], [13.17, 2.05, 20.30], [12.18, 2.33, 16.90], [14.82, 8.95, 21.44], [13.17, 0.29, 14.19], [7.51, -0.44, 14.49], [13.74, 8.30, 19.56], [5.36, 0.09, 14.24], [10.90, -1.28, 12.61], [17.99, 2.82, 19.66], [11.36, -0.85, 13.82], [9.08, -4.72, 17.18], [8.31, 3.00, 12.33], [11.83, -1.13, 11.63], [11.62, 1.25, 21.58], [10.44, 2.63, 12.61], [16.82, 0.21, 17.28], [10.26, -1.81, 17.96], [14.02, 2.71, 22.04], [11.49, 3.50, 12.66], [11.92, 2.47, 22.19], [18.29, -1.43, 16.94], [13.47, 4.98, 21.71], [9.98, 1.95, 17.01], [15.27, 7.06, 20.28], [13.16, 2.87, 21.39], [16.95, 6.41, 21.37], [9.30, 3.40, 12.51], [16.91, 3.43, 20.11], [6.02, -2.03, 14.41], [15.11, 6.31, 19.63], [10.55, 1.57, 12.43], [18.40, 3.39, 18.38], [17.57, -2.23, 19.30], [19.31, 3.98, 18.46], [11.77, -1.42, 10.67], [9.01, 5.59, 12.70], [16.31, -0.46, 19.43], [16.78, 6.29, 17.25]], "mulliken_charge": [0.18, 0.37, -0.54, 0.23, -0.72, 0.50, -0.91, -1.56, 0.39, 0.45, 0.35, -0.06, -0.18, -1.12, 0.80, -0.65, 0.38, 0.42, -0.61, 0.24, 0.29, 0.45, 0.20, 0.31, 0.48, 0.49, -1.09, -0.40, -0.39, 0.59, -0.62, 0.39, -0.57, 0.05, -0.61, 0.40, -0.79, -1.46, -0.23, -0.41, -0.58, 0.41, -0.55, 0.04, 0.43, -0.15, 0.48, 0.23, 0.01, 0.52, 0.30, 0.46, 0.37, 0.05, 0.52, -0.43, 0.54, 0.30, -0.60, -0.77, -0.91, 0.10, 1.76, -0.67, 0.62, 0.03, 0.43, -0.64, -0.78, -0.39, -0.24, 0.41, 0.53, 0.06, -0.39, 0.62, -0.48, 0.16, 0.18, -1.09, -0.41, 0.43, 0.44, 0.49, 0.48, 0.65, 0.41, -0.86, 0.43, 0.40, 0.01, 0.33, -0.46, 0.42, 0.33, 0.19, 0.44, 0.10, 0.28], "e_lumo_ev": 0.56, "smiles": "C[C@H]1COC(=O)O1.C[C@H]1COC(=O)O1.C[C@H]1COC(=O)O1.c1cc[nH]c1.c1cc[nH]c1.c1cc[nH]c1.c1cc[nH]c1.c1cc[nH]c1.c1cc[nH]c1", "homo_ev": -7.5}

Entry 3:
{"formula": "C6H14NOPS", "method": "wB97M-V/def2-TZVPD", "species": ["H", "H", "C", "C", "H", "H", "H", "C", "H", "S", "H", "N", "C", "H", "C", "H", "C", "H", "H", "P", "O", "H", "H", "H"], "xyz": [[-3.93, -0.34, -0.11], [-2.45, -3.12, -0.96], [0.61, -0.89, -0.63], [0.29, 1.29, 1.35], [-0.70, 0.89, -0.89], [2.48, -0.76, -0.13], [-0.97, -0.28, 1.76], [1.79, -0.01, -0.09], [0.72, -1.09, -1.74], [-0.52, -0.84, -4.34], [-0.51, 0.30, -5.04], [-2.97, -2.22, -0.66], [-0.75, -0.11, -0.44], [0.45, 2.04, 0.63], [1.59, 0.53, 1.24], [2.08, 0.71, -0.90], [-0.87, 0.40, 0.99], [2.45, 1.21, 1.59], [1.74, -0.39, 1.99], [-2.25, -0.89, -1.04], [-3.33, 0.19, -0.56], [-1.79, 1.03, 1.04], [0.09, 1.72, 2.32], [0.69, -1.82, -0.09]], "nbo_charge": [0.50, 0.39, -0.40, -0.40, 0.26, 0.21, 0.20, -0.41, 0.24, -0.27, 0.10, -1.21, -0.61, 0.19, -0.40, 0.20, -0.40, 0.22, 0.19, 1.71, -0.97, 0.22, 0.22, 0.20], "e_lumo_ev": [-0.83, -2.22], "homo_ev": [-9.5, -7.7]}

Entry 4:
{"formula": "C5H8ClNO2", "method": "wB97M-V/def2-TZVPD", "species": ["Cl", "H", "O", "C", "N", "C", "H", "H", "C", "C", "H", "H", "O", "H", "H", "C", "H"], "xyz": [[3.80, 0.44, -0.61], [1.20, 0.13, 2.06], [0.18, -1.52, -0.15], [-0.53, -0.49, -0.64], [0.12, 0.53, -1.02], [1.81, 0.79, 1.30], [-2.33, -1.16, -1.71], [-2.31, -1.51, 0.25], [-2.05, -0.75, -0.66], [1.55, -1.41, -0.30], [2.71, 1.12, 1.67], [-2.51, 0.18, -0.54], [2.38, -1.54, 0.83], [1.26, 1.59, 0.74], [1.72, -1.92, -1.18], [2.28, -0.24, 0.28], [-0.50, 1.32, -1.10]], "nbo_charge": [-0.11, 0.23, -0.51, 0.58, -0.73, -0.66, 0.25, 0.24, -0.69, 0.31, 0.23, 0.22, -0.47, 0.25, 0.18, 0.31, 0.35], "e_lumo_ev": 0.74, "smiles": "[H]/N=C(\\C)O[C@@H]1O[C@@]1(C)Cl", "homo_ev": -10.2}

Entry 5:
{"formula": "C18H35BrN3O4", "method": "wB97M-V/def2-TZVPD", "species": ["H", "C", "H", "H", "C", "H", "C", "H", "Br", "C", "C", "C", "C", "C", "C", "H", "C", "H", "N", "H", "H", "H", "H", "H", "C", "N", "C", "H", "H", "H", "H", "H", "O", "H", "O", "H", "H", "C", "H", "C", "H", "H", "C", "H", "H", "H", "C", "H", "O", "H", "C", "H", "H", "C", "H", "H", "H", "H", "H", "N", "O"], "xyz": [[1.24, 1.92, 0.39], [3.31, -3.22, -1.50], [1.63, -4.80, 0.85], [1.60, 6.50, -2.51], [-0.59, 4.47, -1.22], [3.94, 2.67, -0.70], [-3.28, -2.81, 3.41], [3.01, -4.21, -1.84], [-2.10, 0.11, -1.43], [-2.79, -1.40, 3.11], [-0.03, 5.87, -1.17], [-2.56, -4.24, 1.63], [2.29, 3.99, -0.61], [2.19, 1.55, 0.00], [-1.21, 3.89, -0.11], [-0.69, -1.99, 3.14], [-1.54, 1.86, -1.29], [-1.31, 4.48, 0.79], [-3.68, -0.68, 2.19], [-2.16, 2.14, 0.73], [0.63, -1.62, -2.64], [4.03, -2.84, -2.22], [-4.20, -2.73, 4.00], [-3.81, -1.29, 1.38], [1.22, -2.52, -0.19], [1.37, -2.32, -2.66], [-1.69, 2.59, -0.14], [3.82, -3.32, -0.54], [-0.64, 6.53, -1.80], [1.81, -2.60, 0.74], [-0.04, 4.06, -3.27], [-0.15, 6.22, -0.15], [-3.63, -3.56, 2.27], [-0.87, 1.88, -3.21], [0.36, -3.63, -0.31], [0.10, -5.54, 0.33], [0.56, -1.66, -0.07], [-1.37, -1.35, 2.56], [2.52, -1.26, -1.29], [1.47, 5.98, -1.56], [-2.55, -3.36, 4.02], [2.82, 1.28, 0.84], [-0.49, 3.70, -2.36], [-4.61, -0.63, 2.60], [-0.98, -0.33, 2.61], [-2.05, -3.61, 0.89], [2.86, 2.63, -0.88], [0.87, -3.21, -2.68], [2.00, 4.43, 0.48], [1.98, 6.54, -0.79], [2.12, -2.27, -1.40], [-1.33, -1.67, 1.52], [-2.98, -5.10, 1.11], [0.92, -4.89, 0.02], [2.01, 0.66, -0.60], [1.41, -5.35, -0.83], [2.73, 2.40, -1.93], [-2.79, -0.85, 4.06], [-1.83, -4.60, 2.36], [-0.96, 2.44, -2.36], [2.08, 4.70, -1.75]], "nbo_charge": [0.21, -0.62, 0.17, 0.21, -0.03, 0.26, -0.07, 0.21, 0.22, -0.08, -0.46, -0.26, 0.81, -0.61, -0.05, 0.21, 0.15, 0.25, -0.84, 0.28, 0.34, 0.23, 0.19, 0.36, -0.07, -0.82, -0.26, 0.21, 0.25, 0.17, 0.25, 0.24, -0.55, 0.45, -0.56, 0.19, 0.17, -0.62, 0.18, -0.08, 0.17, 0.24, 0.10, 0.36, 0.21, 0.17, -0.52, 0.36, -0.59, 0.22, -0.08, 0.20, 0.19, -0.25, 0.21, 0.17, 0.22, 0.19, 0.17, -0.46, -0.52], "charge": 1, "e_lumo_ev": -4.31, "homo_ev": -11.4}

Entry 6:
{"formula": "C23H28IIrN3O4S2", "method": "wB97M-V/def2-TZVPD", "species": ["H", "H", "H", "H", "H", "H", "H", "C", "H", "H", "H", "N", "H", "H", "C", "N", "C", "C", "C", "H", "H", "C", "C", "C", "C", "C", "C", "C", "H", "O", "S", "Ir", "H", "O", "H", "H", "H", "C", "H", "H", "H", "N", "I", "O", "H", "H", "C", "C", "C", "C", "O", "H", "C", "H", "C", "C", "H", "H", "C", "C", "C", "S"], "xyz": [[3.81, 1.86, 0.35], [-3.49, 0.30, -0.30], [4.87, -1.59, 4.87], [3.03, 3.40, -0.12], [-0.21, -3.48, 1.56], [-0.15, 2.71, -0.86], [2.26, -4.38, 1.83], [3.87, -1.65, 4.46], [-0.36, -0.39, -4.14], [0.62, -1.54, 5.45], [0.01, -5.11, -1.01], [0.55, 1.80, 2.50], [-4.13, -3.31, -2.76], [-0.03, -3.37, -1.05], [-1.36, -1.36, -2.50], [-1.77, 1.44, -0.53], [-3.95, 2.31, -0.91], [-3.41, 3.55, -1.22], [1.47, -1.60, 4.78], [-0.65, 0.34, 3.13], [0.28, -1.87, 3.01], [-1.23, 2.64, -0.86], [-3.29, -2.69, -3.06], [-3.10, -2.37, -4.40], [-2.40, -2.19, -2.12], [0.27, -4.23, 0.93], [3.46, 2.82, 0.69], [-2.02, 3.72, -1.20], [-3.79, -2.76, -5.14], [0.87, -1.56, 0.48], [-2.69, -2.68, -0.44], [-0.52, -0.11, 0.28], [-1.43, 1.60, 2.40], [-1.80, -1.77, 0.48], [4.55, -1.91, 2.44], [4.25, 3.38, 1.18], [2.91, -1.39, 6.36], [2.40, -1.89, 2.60], [2.27, -4.46, 0.06], [-2.26, -4.84, 0.42], [-4.05, 4.37, -1.50], [-0.60, 1.01, 2.37], [-1.14, 5.53, -1.64], [1.26, 1.24, 0.41], [-2.29, -4.76, -1.35], [0.08, -5.20, 1.40], [3.69, -1.83, 3.10], [-2.05, -1.55, -4.78], [2.76, -1.53, 5.30], [-3.11, 1.27, -0.56], [2.44, 2.63, 1.73], [-0.65, -0.96, -1.76], [-1.88, -4.30, -0.45], [-5.02, 2.15, -0.93], [-0.35, -4.23, -0.47], [-1.18, -1.03, -3.83], [-1.91, -1.30, -5.83], [0.72, 2.31, 3.36], [1.78, -4.01, 0.92], [1.43, 1.87, 1.48], [1.28, -1.77, 3.42], [2.22, -2.23, 0.87]], "lowdin_spin": [0.00, 0.00, 0.00, 0.00, 0.00, 0.00, 0.00, 0.00, 0.00, 0.00, 0.00, 0.01, 0.00, 0.00, 0.04, 0.10, 0.00, 0.02, 0.00, 0.00, 0.00, 0.02, 0.00, 0.00, 0.01, 0.00, 0.00, 0.00, 0.00, 0.22, 0.04, 2.95, 0.00, 0.16, 0.00, 0.00, 0.00, 0.01, 0.00, 0.00, 0.00, 0.13, 0.00, 0.10, 0.00, 0.00, 0.00, 0.00, 0.00, 0.02, 0.01, 0.02, 0.01, 0.00, 0.00, 0.01, 0.00, 0.00, 0.01, 0.01, 0.00, 0.05], "charge": 3, "e_lumo_ev": [-8.21, -11.82], "spin_multiplicity": 5, "homo_ev": [-16.7, -16.7]}